# 1
This record from the Open Molecules 2025 dataset describes C3H3ClS in the gas phase in a non-equilibrium geometry. The level of theory is wB97M-V/def2-TZVPD.

Each line ends with the Mulliken charge.
Geometry (Å):
C: -1.107 -0.587 0.003  -0.66
C: 0.772 0.983 -0.051  -0.23
C: 0.207 -0.322 -0.105  0.53
S: 2.301 1.521 -0.249  -0.17
Cl: 1.510 -1.750 0.079  -0.22
H: -1.675 -1.557 0.150  0.25
H: -1.920 0.140 -0.037  0.24
H: -0.088 1.571 0.211  0.25

**Gap between HOMO and LUMO**: 7.79 eV
**SMILES**: C=C(Cl)C=S
**E_LUMO**: -1.35 eV
**Spin multiplicity**: 1
**E_tot**: -26515.154 eV

=====

# 2
This record from the Open Molecules 2025 dataset describes 8 unconnected molecules or ions with the total composition H18NO7 in a non-equilibrium geometry. The level of theory is wB97M-V/def2-TZVPD.

Each line ends with the Mulliken charge.
Geometry (Å):
N: -0.412 1.362 -1.079  -0.42
H: -1.319 1.306 -0.566  0.39
H: -0.007 2.339 -0.800  0.39
H: 0.059 0.651 -0.527  0.35
H: -0.552 1.200 -2.056  0.31
H: 1.142 -3.517 -1.968  0.40
H: -0.229 -3.658 -1.178  0.37
O: 0.118 -3.339 -1.992  -0.61
H: 1.395 4.189 -2.013  0.32
H: 1.573 4.251 -0.464  0.34
O: 1.256 3.690 -1.211  -0.68
H: -0.208 -1.774 -2.579  0.44
H: -1.576 -1.207 -2.336  0.40
O: -0.617 -0.946 -2.582  -0.41
H: 1.209 -1.459 3.750  0.34
H: 1.197 -0.080 3.631  0.29
O: 0.669 -0.678 3.298  -0.56
H: -4.447 2.178 1.164  0.34
H: -4.460 0.723 1.793  0.33
O: -3.867 1.419 1.431  -0.64
H: -1.206 1.182 1.875  0.33
H: -0.178 0.041 1.655  0.36
O: -0.393 0.931 1.442  -0.68
H: 4.160 -1.952 0.440  0.41
H: 3.310 -3.346 0.616  0.39
O: 3.212 -2.403 0.504  -0.48

**Expectation value of S²**: 0.76
**Gap between HOMO and LUMO (spin up / spin down)**: 10.45 / 2.28 eV
**E_LUMO (spin up / spin down)**: -6.48 / -14.60 eV
**Spin multiplicity**: 2
**Net charge**: +2
**E_tot**: -16093.831 eV

=====

# 3
This record from the Open Molecules 2025 dataset describes 2 unconnected molecules or ions with the total composition C5H10N2O in a non-equilibrium geometry. The level of theory is wB97M-V/def2-TZVPD.

Each line ends with the Mulliken charge.
Geometry (Å):
C: -1.966 0.008 1.100  -0.38
O: -2.948 0.866 0.728  -0.54
H: -3.360 0.579 -0.193  0.31
H: -1.994 0.086 2.231  0.25
H: -2.081 -0.976 0.748  0.25
H: -1.017 0.535 0.773  0.13
C: 0.031 -0.384 -2.002  -0.94
C: 0.712 -0.264 -0.770  0.42
C: 1.897 1.138 0.543  -0.09
C: 1.366 -0.963 0.246  -0.59
N: 1.206 1.111 -0.554  -0.48
N: 2.143 -0.147 1.091  -0.10
H: 2.463 2.058 1.003  0.31
H: -0.424 0.647 -2.229  0.24
H: -0.715 -1.285 -1.824  0.19
H: 2.733 -0.482 1.901  0.24
H: 1.553 -1.988 0.218  0.43
H: 0.401 -0.538 -3.009  0.35

**Gap between HOMO and LUMO**: 9.31 eV
**SMILES**: Cc1c[nH]cn1.CO
**E_LUMO**: 0.82 eV
**Spin multiplicity**: 1
**E_tot**: -10372.160 eV

=====

# 4
This record from the Open Molecules 2025 dataset describes 2 unconnected molecules or ions with the total composition C5H11NO2 in a non-equilibrium geometry. The level of theory is wB97M-V/def2-TZVPD.

Each line ends with the Mulliken charge.
Geometry (Å):
N: -0.109 -2.009 0.285  -0.51
C: 1.287 -1.690 0.535  -0.72
C: 1.416 -0.189 0.843  -0.46
C: 0.050 0.417 0.441  -0.61
C: -0.788 -0.767 -0.098  0.18
C: -0.885 -0.713 -1.618  -0.22
O: -1.181 0.280 -2.233  -0.49
H: -0.568 -2.422 1.085  0.30
H: 1.633 -2.321 1.317  0.41
H: 1.928 -1.919 -0.313  0.22
H: 2.132 0.355 0.251  0.33
H: 1.576 -0.071 1.912  0.24
H: 0.042 1.148 -0.375  0.26
H: -0.485 0.948 1.226  0.32
H: -1.807 -0.747 0.296  0.38
H: -0.710 -1.669 -2.131  0.36
H: -1.272 3.293 0.091  0.31
H: -1.317 3.960 -1.199  0.33
O: -0.942 4.115 -0.313  -0.64

**Gap between HOMO and LUMO**: 9.95 eV
**SMILES**: O=C[C@@H]1CCCN1.O
**E_LUMO**: 0.63 eV
**Spin multiplicity**: 1
**E_tot**: -10947.664 eV